{"formula": "C28H24BEuN11OS", "method": "ωB97M-V with the def2-TZVPD basis set", "species": ["N", "C", "C", "C", "C", "N", "N", "N", "H", "H", "C", "C", "H", "C", "B", "H", "C", "C", "C", "H", "S", "N", "C", "C", "H", "H", "C", "H", "H", "H", "H", "N", "C", "C", "H", "C", "H", "C", "H", "H", "H", "H", "C", "H", "H", "C", "N", "N", "H", "C", "N", "N", "H", "C", "C", "H", "H", "H", "O", "C", "C", "Eu", "C", "C", "C", "C", "N"], "positions_angstrom": [[-0.756, 4.267, -4.151], [-1.201, -3.698, 0.623], [-2.840, -4.920, 1.934], [-0.493, 0.170, -4.733], [2.597, -2.212, -1.753], [-0.478, 1.570, -3.032], [1.269, 1.950, -0.371], [1.903, -3.036, -1.011], [2.968, 1.662, 0.818], [-0.228, 5.448, -1.206], [-3.403, -2.737, 1.085], [1.568, -3.641, 5.762], [-3.123, -5.798, 2.493], [-0.435, 5.342, -2.251], [-0.377, 2.800, -2.111], [-4.087, -1.911, 0.954], [2.076, 3.512, -1.694], [1.220, -3.145, 4.521], [1.995, -0.961, 5.188], [-0.687, 7.361, -3.089], [2.241, -0.567, -2.091], [3.743, -2.697, -2.278], [2.119, -2.802, 6.716], [2.338, -1.465, 6.427], [-1.053, 5.919, -5.375], [0.706, -4.596, 0.241], [-3.407, 2.924, 0.049], [4.076, 3.579, -0.793], [-2.806, 4.259, -1.621], [-4.356, 3.282, 0.392], [0.789, -3.791, 3.771], [-0.845, 0.372, -2.536], [2.527, 2.189, -0.010], [1.067, -1.288, 2.948], [2.066, 4.223, -2.494], [-0.850, 5.559, -4.386], [-0.418, -0.240, -5.718], [-0.862, -0.480, -3.558], [2.777, -0.818, 7.175], [1.407, -4.687, 5.987], [4.380, -2.038, -2.691], [-4.703, -3.909, 2.291], [3.088, 3.172, -0.824], [2.379, -3.189, 7.689], [4.102, -3.571, -1.931], [-3.736, -3.846, 1.810], [-1.543, 1.702, -0.137], [-0.503, 4.123, -2.844], [2.161, 0.079, 4.947], [-2.680, 1.837, 0.533], [-1.509, 2.684, -1.054], [0.995, 2.775, -1.395], [0.035, 2.329, -4.925], [-0.655, 6.298, -3.212], [1.428, -1.797, 4.226], [-1.165, -1.505, -3.405], [-0.925, -5.673, 1.418], [-2.924, 1.157, 1.331], [-1.829, -1.533, -0.172], [0.737, -0.809, 1.880], [-2.624, 3.430, -0.967], [-0.040, -0.231, -0.327], [-1.613, -4.844, 1.333], [-0.247, 1.471, -4.349], [0.108, -3.691, 0.091], [-2.123, -2.591, 0.471], [0.658, -2.729, -0.609]], "mulliken_spin": [0.000, 0.001, -0.002, 0.001, 0.001, 0.000, 0.002, -0.001, 0.000, 0.000, -0.003, 0.000, 0.000, 0.000, -0.014, 0.000, -0.001, 0.000, 0.000, 0.000, -0.010, -0.001, 0.000, 0.000, 0.000, -0.001, -0.001, 0.000, 0.000, 0.000, 0.000, 0.002, -0.002, 0.005, 0.000, 0.000, 0.000, -0.003, 0.000, 0.000, 0.000, 0.000, 0.000, 0.000, 0.000, 0.002, 0.005, 0.000, 0.000, -0.006, -0.007, -0.001, 0.000, 0.000, 0.001, 0.000, 0.000, 0.001, -0.008, -0.004, 0.000, 6.047, 0.002, -0.001, -0.002, 0.004, -0.006], "s2": 12.0106, "relative_energy_kj_mol": 33.34, "homo_energy_ev": -4.01, "lumo_ev": 2.66, "spin_multiplicity": 7, "charge": -1}